# 1
Entry from the OMol25 dataset: a cluster of 7 separate species, C25H41FIN12O12P in total (ωB97M-V/def2-TZVPD).

Atoms and positions in Å:
1 C 8.285 1.492 1.123
2 C 7.122 2.030 0.298
3 O 7.104 1.388 -0.975
4 C 5.802 1.816 1.049
5 O 5.025 3.013 1.087
6 C 3.667 2.848 1.114
7 C 3.129 2.291 2.265
8 C 1.772 2.140 2.372
9 F 1.265 1.574 3.474
10 C 0.936 2.547 1.355
11 C 1.494 3.140 0.217
12 C 2.876 3.294 0.062
13 C 3.481 3.898 -1.177
14 C 4.536 3.027 -1.838
15 O 3.991 1.771 -2.251
16 C 0.504 3.551 -0.825
17 O 0.573 4.583 -1.445
18 C -0.610 2.580 -1.022
19 C -1.082 2.292 -2.285
20 C -2.061 1.325 -2.432
21 C -2.569 0.673 -1.316
22 P -3.792 -0.637 -1.560
23 O -3.908 -1.064 -2.983
24 C -2.136 1.016 -0.036
25 I -2.980 0.076 1.628
26 C -1.138 1.967 0.113
27 C -0.538 2.361 1.421
28 O -1.183 2.521 2.428
29 H 9.143 1.365 0.469
30 H 8.554 2.177 1.925
31 H 8.033 0.526 1.558
32 H 7.251 3.087 0.083
33 H 6.909 0.454 -0.854
34 H 6.004 1.476 2.065
35 H 5.232 1.031 0.549
36 H 3.767 1.981 3.077
37 H 2.716 4.095 -1.919
38 H 3.904 4.871 -0.928
39 H 5.387 2.857 -1.202
40 H 4.907 3.557 -2.711
41 H 3.078 1.908 -2.516
42 H -0.666 2.796 -3.142
43 H -2.391 1.056 -3.422
44 H -4.998 -0.187 -1.012
45 H -3.329 -1.670 -0.748
46 N -6.589 -3.433 -1.670
47 C -6.053 -3.502 -0.411
48 N -6.154 -4.711 0.195
49 O -5.524 -2.541 0.137
50 H -7.009 -4.230 -2.127
51 H -6.510 -2.567 -2.171
52 H -5.763 -4.794 1.121
53 H -6.596 -5.503 -0.236
54 N -10.715 -5.977 -1.310
55 C -9.600 -5.236 -1.576
56 N -9.572 -3.972 -1.078
57 O -8.656 -5.684 -2.219
58 H -11.493 -5.631 -0.783
59 H -10.741 -6.913 -1.667
60 H -8.731 -3.466 -1.300
61 H -10.294 -3.558 -0.521
62 N -3.860 -5.521 4.732
63 C -4.748 -4.678 4.127
64 N -4.887 -3.451 4.708
65 O -5.374 -4.997 3.129
66 H -3.334 -5.277 5.549
67 H -3.738 -6.428 4.323
68 H -5.525 -2.811 4.274
69 H -4.380 -3.161 5.522
70 N -1.116 1.058 5.630
71 C -0.573 -0.008 6.284
72 N 0.210 -0.821 5.504
73 O -0.765 -0.232 7.467
74 H -0.962 1.245 4.655
75 H -1.693 1.683 6.159
76 H 0.630 -1.615 5.947
77 H 0.382 -0.650 4.531
78 N 8.802 3.244 -2.871
79 C 8.211 4.304 -2.244
80 N 9.001 4.971 -1.345
81 O 7.056 4.625 -2.459
82 H 9.746 2.957 -2.703
83 H 8.238 2.722 -3.515
84 H 8.593 5.753 -0.870
85 H 9.952 4.722 -1.151
86 N -1.389 -2.238 -4.645
87 C -0.377 -1.383 -4.943
88 N 0.657 -1.919 -5.669
89 O -0.369 -0.206 -4.604
90 H -1.387 -3.197 -4.935
91 H -2.194 -1.881 -4.136
92 H 1.417 -1.309 -5.906
93 H 0.684 -2.874 -5.967

Summary:
structure (SMILES)	C[C@@H](O)COc1cc(F)c2c(c1CCO)C(=O)c1ccc([PH2]=O)c(I)c1C2=O.NC(N)=O.NC(N)=O.NC(N)=O.NC(N)=O.NC(N)=O.NC(N)=O
gap between HOMO and LUMO	8.374	eV
2S+1	1
total charge	0
calculated total energy	-89154.730	eV
energy relative to the best compared isomer or geometry (same formula, charge and spin)	0.000	eV
HOMO energy	-9.1	eV

Which charges does Löwdin predict for the atoms? In e, they are: -0.04 -0.40 -0.05 -0.13 -0.04 -0.21 0.10 -0.20 0.09 -0.01 -0.01 -0.05 -0.08 -0.24 -0.05 -0.27 0.15 -0.08 0.02 -0.05 -0.38 0.68 -0.45 -0.60 1.03 -0.14 -0.31 0.06 0.08 0.09 0.08 0.13 0.10 0.12 0.14 0.14 0.11 0.14 0.07 0.11 0.08 0.13 0.10 0.02 -0.01 0.15 -0.67 0.18 -0.05 0.07 0.10 0.06 0.09 0.15 -0.67 0.16 0.00 0.09 0.10 0.07 0.10 0.15 -0.66 0.16 0.01 0.09 0.10 0.11 0.10 0.16 -0.69 0.15 0.01 0.06 0.10 0.10 0.08 0.16 -0.68 0.15 0.03 0.09 0.11 0.10 0.09 0.16 -0.67 0.14 0.01 0.09 0.07 0.10 0.09


# 2
Entry from the OMol25 dataset: a structure of composition C48H88N16O4RbS in a non-equilibrium geometry (ωB97M-V/def2-TZVPD).

Atoms and positions in Å:
1 Rb -31.473 2.454 -8.167
2 S -32.937 5.640 -12.098
3 O -32.892 7.076 -11.996
4 O -31.609 5.127 -11.980
5 O -33.793 5.147 -11.032
6 O -33.390 5.101 -13.339
7 C -29.249 11.662 -15.944
8 C -30.561 11.711 -16.628
9 N -30.686 10.651 -17.647
10 C -30.714 9.289 -17.328
11 C -30.647 8.509 -18.516
12 N -30.753 9.389 -19.575
13 C -30.771 10.647 -19.070
14 C -30.819 9.111 -21.022
15 H -28.359 11.588 -16.568
16 H -29.090 10.919 -15.162
17 H -29.066 12.491 -15.261
18 H -30.720 12.623 -17.202
19 H -31.305 11.701 -15.831
20 H -30.673 8.944 -16.305
21 H -30.572 7.432 -18.549
22 H -30.908 11.440 -19.791
23 H -31.700 9.602 -21.434
24 H -31.013 8.044 -21.129
25 H -30.023 9.595 -21.588
26 C -24.909 2.032 -11.675
27 C -25.271 1.591 -13.075
28 N -26.477 0.868 -13.221
29 C -26.900 -0.367 -12.679
30 C -28.202 -0.665 -13.231
31 N -28.491 0.253 -14.217
32 C -27.446 1.148 -14.198
33 C -29.716 0.345 -14.932
34 H -25.571 2.782 -11.243
35 H -23.949 2.548 -11.662
36 H -24.900 1.189 -10.983
37 H -24.539 0.957 -13.575
38 H -25.260 2.480 -13.705
39 H -26.392 -0.872 -11.871
40 H -28.905 -1.418 -12.908
41 H -27.481 2.023 -14.831
42 H -29.649 0.573 -15.996
43 H -30.331 1.184 -14.608
44 H -30.270 -0.570 -14.719
45 C -40.280 12.725 -19.266
46 C -40.439 12.054 -17.814
47 N -39.334 11.125 -17.511
48 C -38.646 10.864 -16.284
49 C -37.712 9.864 -16.583
50 N -37.886 9.483 -17.916
51 C -38.793 10.292 -18.458
52 C -37.373 8.376 -18.609
53 H -40.107 11.999 -20.061
54 H -39.531 13.511 -19.370
55 H -41.211 13.208 -19.565
56 H -41.285 11.398 -17.611
57 H -40.376 12.819 -17.039
58 H -38.912 11.574 -15.515
59 H -36.938 9.371 -16.013
60 H -39.104 10.298 -19.492
61 H -38.209 7.740 -18.900
62 H -36.714 7.840 -17.926
63 H -36.693 8.704 -19.395
64 C -44.465 7.401 -10.335
65 C -43.371 7.300 -9.274
66 N -42.206 6.501 -9.582
67 C -41.294 6.623 -10.714
68 C -40.432 5.574 -10.690
69 N -40.694 4.786 -9.536
70 C -41.766 5.340 -8.889
71 C -39.921 3.647 -9.064
72 H -45.321 7.751 -9.759
73 H -44.704 6.488 -10.881
74 H -44.187 8.156 -11.070
75 H -43.654 6.946 -8.282
76 H -42.754 8.198 -9.272
77 H -41.596 7.303 -11.496
78 H -39.580 5.316 -11.301
79 H -42.240 4.931 -8.008
80 H -38.862 3.715 -9.311
81 H -40.232 2.774 -9.637
82 H -40.040 3.472 -7.994
83 C -38.212 -4.976 -12.659
84 C -37.879 -4.314 -14.083
85 N -37.754 -2.844 -14.056
86 C -36.817 -2.108 -13.373
87 C -36.835 -0.772 -13.788
88 N -37.917 -0.673 -14.625
89 C -38.418 -1.941 -14.881
90 C -38.225 0.553 -15.342
91 H -38.035 -6.048 -12.756
92 H -39.188 -4.869 -12.185
93 H -37.528 -4.732 -11.847
94 H -38.590 -4.627 -14.848
95 H -36.949 -4.689 -14.508
96 H -36.130 -2.531 -12.655
97 H -36.271 0.123 -13.573
98 H -39.163 -2.068 -15.652
99 H -37.878 0.366 -16.359
100 H -37.804 1.431 -14.852
101 H -39.314 0.557 -15.388
102 C -23.817 10.370 -18.025
103 C -23.126 9.249 -17.246
104 N -23.790 8.998 -15.961
105 C -25.051 8.497 -15.757
106 C -25.176 8.330 -14.375
107 N -24.116 8.696 -13.758
108 C -23.200 9.085 -14.741
109 C -23.800 8.710 -12.333
110 H -23.199 10.545 -18.906
111 H -24.077 11.191 -17.356
112 H -24.754 9.957 -18.398
113 H -22.049 9.409 -17.197
114 H -23.285 8.427 -17.944
115 H -25.643 8.275 -16.632
116 H -25.985 7.920 -13.789
117 H -22.243 9.576 -14.637
118 H -22.998 7.984 -12.194
119 H -24.633 8.561 -11.646
120 H -23.477 9.729 -12.122
121 C -37.062 9.502 -4.256
122 C -37.589 9.254 -5.679
123 N -37.406 10.308 -6.666
124 C -36.735 10.202 -7.872
125 C -36.676 11.421 -8.473
126 N -37.423 12.262 -7.695
127 C -37.697 11.667 -6.484
128 C -37.613 13.645 -7.910
129 H -36.037 9.854 -4.137
130 H -37.180 8.567 -3.708
131 H -37.685 10.218 -3.720
132 H -38.600 8.852 -5.744
133 H -37.041 8.380 -6.031
134 H -36.269 9.252 -8.088
135 H -36.151 11.760 -9.354
136 H -38.305 12.101 -5.704
137 H -38.456 13.907 -8.549
138 H -36.692 14.148 -8.207
139 H -37.960 14.014 -6.945
140 C -30.462 15.277 -4.675
141 C -31.766 14.702 -5.226
142 N -31.389 13.517 -5.953
143 C -31.319 13.224 -7.325
144 C -31.099 11.861 -7.518
145 N -30.734 11.343 -6.327
146 C -31.041 12.259 -5.362
147 C -30.220 9.957 -6.208
148 H -29.780 14.468 -4.415
149 H -30.511 15.888 -3.774
150 H -29.997 16.068 -5.264
151 H -32.226 15.345 -5.976
152 H -32.379 14.391 -4.380
153 H -31.689 13.921 -8.063
154 H -30.862 11.171 -8.314
155 H -30.862 12.168 -4.301
156 H -30.737 9.213 -6.814
157 H -30.117 9.771 -5.139
158 H -29.190 9.950 -6.566

Summary:
gap between HOMO and LUMO	3.537	eV
2S+1	1
total charge	+7
calculated total energy	-94650.313	eV
energy relative to the best compared isomer or geometry (same formula, charge and spin)	3.839	eV
HOMO energy	-14.0	eV

These are the Löwdin partial charges, in e, on atoms 1 to 99: 0.92 -0.04 -0.47 -0.48 -0.50 -0.46 -0.09 -0.17 -0.02 0.01 0.01 -0.10 0.04 0.03 0.09 0.08 0.09 0.13 0.14 0.14 0.13 0.16 0.10 0.11 0.11 -0.05 -0.21 -0.04 0.06 0.02 -0.10 0.04 0.00 0.08 0.09 0.08 0.15 0.13 0.13 0.13 0.16 0.11 0.11 0.11 -0.03 -0.11 -0.06 0.05 0.02 -0.12 0.00 0.00 0.06 0.09 0.09 0.13 0.12 0.13 0.13 0.16 0.12 0.11 0.11 -0.04 -0.18 -0.06 0.02 0.00 -0.09 0.06 0.01 0.10 0.09 0.08 0.14 0.13 0.13 0.14 0.17 0.10 0.11 0.11 -0.04 -0.11 -0.04 -0.01 0.00 -0.12 0.06 0.01 0.08 0.08 0.06 0.13 0.13 0.14 0.14 0.17 0.11


# 3
Entry from the OMol25 dataset: a cluster of 11 separate species, C7H29NO10 in total (ωB97M-V/def2-TZVPD).

Atoms and positions in Å:
1 C 1.245 0.717 2.148
2 C 1.884 0.700 0.788
3 C 1.136 0.917 -0.366
4 C 1.729 0.885 -1.619
5 C 3.091 0.647 -1.731
6 C 3.851 0.425 -0.597
7 C 3.258 0.453 0.671
8 N 4.048 0.318 1.814
9 H 1.082 -0.304 2.506
10 H 1.824 1.280 2.885
11 H 0.254 1.171 2.125
12 H 0.083 1.138 -0.254
13 H 1.103 1.025 -2.492
14 H 3.536 0.591 -2.713
15 H 4.920 0.261 -0.688
16 H 3.567 -0.099 2.591
17 H 4.979 -0.039 1.670
18 O -2.631 -0.239 -2.732
19 H -2.958 0.648 -2.845
20 H -2.560 -0.373 -1.760
21 O -2.602 1.538 1.318
22 H -2.472 0.857 0.634
23 H -1.939 2.256 1.251
24 O -2.454 -0.901 -0.066
25 H -3.090 -1.058 0.672
26 H -1.708 -1.472 0.242
27 O -1.329 -2.341 -3.121
28 H -1.510 -1.387 -3.100
29 H -2.153 -2.713 -2.726
30 O 2.090 3.727 0.796
31 H 2.230 3.500 -0.139
32 H 2.541 3.022 1.271
33 O 0.643 -3.046 -1.392
34 H 1.347 -2.420 -1.598
35 H -0.100 -2.829 -2.016
36 O -0.512 -2.529 0.937
37 H 0.013 -2.697 0.109
38 H -0.811 -3.409 1.189
39 O -3.352 -0.902 2.507
40 H -3.243 0.070 2.489
41 H -2.498 -1.254 2.765
42 O -0.656 3.543 1.095
43 H 0.328 3.590 1.023
44 H -0.924 4.316 1.581
45 O -3.735 -2.891 -1.860
46 H -4.085 -2.089 -2.271
47 H -3.460 -2.601 -0.989

Summary:
structure (SMILES)	Cc1ccccc1N.O.O.O.O.O.O.O.O.O.O
gap between HOMO and LUMO	8.862	eV
2S+1	1
total charge	0
calculated total energy	-29697.133	eV
energy relative to the best compared isomer or geometry (same formula, charge and spin)	0.000	eV
HOMO energy	-8.5	eV

Which charges does Löwdin predict for the atoms? In e, they are: -0.04 -0.26 -0.06 -0.10 -0.10 -0.04 -0.30 0.11 0.09 0.08 0.07 0.11 0.10 0.10 0.11 0.08 0.09 -0.06 0.06 0.02 -0.09 0.00 0.00 -0.11 0.05 0.03 -0.08 0.00 0.02 -0.03 0.07 0.04 -0.07 0.05 0.02 -0.08 0.01 0.06 -0.05 0.03 0.05 -0.07 0.01 0.05 -0.04 0.05 0.02


# 4
Entry from the OMol25 dataset: a cluster of 2 separate species, C4H12 in total in a non-equilibrium geometry (ωB97M-V/def2-TZVPD).

Atoms and positions in Å:
1 C 0.741 0.993 -1.437
2 C 1.598 2.195 -0.770
3 H -0.062 1.367 -2.148
4 H 1.307 0.215 -1.972
5 H 0.150 0.729 -0.516
6 H 2.675 2.035 -0.818
7 H 1.479 2.328 0.305
8 H 1.268 3.161 -1.215
9 C -1.354 -1.822 1.829
10 C -0.931 -1.429 0.298
11 H -2.168 -1.198 2.118
12 H -1.769 -2.783 1.832
13 H -0.425 -1.669 2.479
14 H -0.176 -0.631 0.438
15 H -0.486 -2.260 -0.152
16 H -1.846 -1.231 -0.269

Summary:
gap between HOMO and LUMO (spin up / spin down)	13.663 / 4.902	eV
⟨S²⟩	0.7547
2S+1	2
total charge	+1
calculated total energy	-4330.453	eV
energy relative to the best compared isomer or geometry (same formula, charge and spin)	0.779	eV
HOMO energy (spin up / spin down)	-16.7 / -15.8	eV

Which charges does Löwdin predict for the atoms? In e, they are: 0.01 -0.01 0.13 0.11 0.10 0.10 0.09 0.13 -0.04 -0.04 0.06 0.06 0.11 0.06 0.06 0.09